# 1
C5H6O2 | ωB97M-V with the def2-TZVPD basis set

The value obtained for the energy is -344.54602 Eh. The calculation puts the largest force on an atom at 0.9 eV Å⁻¹. Its HOMO energy is -9.716 eV. Its SMILES is O=C1CO[C@H]2C[C@@H]12.

Last column: Löwdin charge in e.
Element x y z (Å)
1 O -0.775 1.266 -0.051  -0.085
2 O -0.486 -1.947 1.500  0.096
3 C -1.108 0.399 1.032  -0.082
4 C -0.008 0.552 -0.982  -0.281
5 C 1.394 0.305 -0.596  -0.029
6 C -0.371 -0.952 0.821  -0.319
7 C 0.381 -0.824 -0.480  -0.107
8 H -0.863 0.946 1.948  0.133
9 H -2.199 0.264 1.001  0.137
10 H 0.516 -1.713 -1.110  0.153
11 H 2.100 0.195 -1.406  0.109
12 H 1.773 0.766 0.309  0.123
13 H -0.354 0.745 -1.988  0.152

=====

# 2
C29H23Cl4GeO5Rh | ωB97M-V with the def2-TZVPD basis set

The value obtained for the energy is -5523.26698 Eh. As for the spin multiplicity: 5. The calculation puts the largest force on an atom at 0.5 eV Å⁻¹. Its HOMO energy (spin up / spin down) is -8.781 / -8.990 eV.

Last column: Löwdin charge in e.
Element x y z (Å)
1 Rh -0.122 0.655 -2.536  1.049
2 Ge -0.711 -1.028 0.888  1.004
3 Cl 0.893 2.650 -3.894  0.853
4 Cl 3.304 -2.280 -4.855  0.568
5 Cl 2.015 3.299 1.373  0.834
6 Cl 2.913 7.264 -2.100  0.767
7 O -2.114 0.769 -2.721  -0.210
8 O 1.413 -0.920 -2.764  -0.105
9 O -4.041 1.135 -1.708  0.068
10 O 1.199 1.863 -1.039  -0.047
11 O 0.070 -0.542 -4.454  -0.070
12 C 2.422 5.196 -0.468  -0.115
13 C 1.486 3.628 -2.608  -0.516
14 C 1.507 -2.711 0.230  -0.109
15 C -1.459 -2.311 2.149  -0.262
16 C 0.984 -1.213 -3.913  -0.748
17 C 2.205 -0.561 1.015  -0.113
18 C -3.109 -3.992 2.722  -0.085
19 C -1.777 3.340 2.415  -0.093
20 C -1.525 -1.394 -0.849  -0.259
21 C -3.065 0.438 -1.862  -0.647
22 C 2.829 -3.079 0.045  -0.083
23 C 3.846 -2.183 0.345  -0.086
24 C -2.589 -3.062 1.831  -0.099
25 C -1.370 -3.454 4.284  -0.088
26 C 3.533 -0.926 0.837  -0.083
27 C -1.744 3.070 1.056  -0.082
28 C -1.480 2.333 3.322  -0.087
29 C -1.395 1.804 0.609  -0.120
30 C 1.907 4.897 -2.853  -0.110
31 C -1.155 1.062 2.866  -0.096
32 C 1.531 3.034 -1.271  -0.405
33 C -2.502 -4.186 3.952  -0.092
34 C -2.949 -0.887 -1.106  -0.156
35 C -1.094 0.777 1.502  -0.249
36 C 1.174 -1.442 0.708  -0.276
37 C -0.855 -2.530 3.388  -0.116
38 C 1.539 -2.417 -4.634  -0.484
39 C 2.007 3.920 -0.205  -0.553
40 C 2.381 5.674 -1.779  -0.637
41 H 1.081 -2.513 -5.613  0.078
42 H 0.050 -1.995 3.655  0.101
43 H -0.925 -1.006 -1.680  0.005
44 H 1.879 5.315 -3.848  0.117
45 H -3.494 -1.609 -1.724  0.125
46 H -0.885 -3.611 5.239  0.101
47 H 1.358 -3.309 -4.037  0.082
48 H -1.424 -2.474 -0.983  0.080
49 H -2.015 3.835 0.339  0.110
50 H 4.880 -2.466 0.196  0.101
51 H -2.905 -4.909 4.649  0.101
52 H -3.084 -2.922 0.877  0.089
53 H -2.054 4.325 2.769  0.102
54 H 1.971 0.427 1.387  0.058
55 H -3.988 -4.564 2.455  0.102
56 H 2.774 5.835 0.329  0.116
57 H -0.964 0.283 3.595  0.090
58 H -3.532 -0.761 -0.193  0.110
59 H 3.070 -4.064 -0.336  0.102
60 H 4.322 -0.226 1.080  0.100
61 H -1.416 1.621 -0.462  0.064
62 H -1.524 2.527 4.385  0.102
63 H 0.727 -3.430 0.001  0.102

=====

# 3
C50H70N11O2PW | ωB97M-V with the def2-TZVPD basis set

The value obtained for the energy is -3108.15965 Eh. The charge is +2. The calculation puts the largest force on an atom at 0.7 eV Å⁻¹. Its HOMO energy is -11.276 eV.

Last column: Löwdin charge in e.
Element x y z (Å)
1 W 0.000 -0.459 1.258  1.553
2 P -2.185 1.518 -0.329  0.651
3 O -0.349 -2.331 0.595  -0.270
4 O -1.938 -1.296 -7.561  -0.071
5 N 2.463 -3.591 -5.077  0.090
6 N 2.837 -2.122 1.886  -0.025
7 N -0.966 0.821 0.500  -0.284
8 N 1.209 -0.627 -0.506  -0.041
9 N -3.499 1.660 0.620  -0.200
10 N 0.853 0.769 2.905  -0.065
11 N -1.745 2.997 -0.848  -0.197
12 N 2.637 -3.839 -3.882  0.081
13 N 4.793 -4.167 2.473  0.062
14 N -0.388 -1.522 3.059  -0.125
15 N -2.468 0.637 -1.668  -0.209
16 C 1.265 -2.995 -5.590  -0.272
17 C 0.561 3.868 -0.749  -0.179
18 C -2.562 -0.827 -1.659  -0.168
19 C 0.020 5.208 -0.258  -0.181
20 C 2.971 -2.686 3.219  -0.183
21 C 4.376 -3.180 3.535  -0.081
22 C 0.085 -1.989 5.231  -0.029
23 C 1.265 2.146 2.883  -0.188
24 C -1.834 0.865 -4.024  -0.143
25 C -0.812 2.758 4.258  -0.211
26 C 3.431 1.463 1.761  -0.216
27 C 2.468 2.505 2.268  -0.194
28 C -0.947 -2.714 3.372  -0.136
29 C 3.298 -3.051 0.865  -0.176
30 C -0.933 -1.909 -6.901  -0.295
31 C -2.887 1.207 -2.956  -0.164
32 C 0.938 -4.366 -2.184  -0.017
33 C 1.436 -1.942 -6.491  -0.019
34 C -2.296 4.267 -0.363  -0.172
35 C -2.001 -1.393 -2.974  -0.145
36 C 2.610 0.136 -2.288  -0.012
37 C 1.121 -1.830 -1.152  -0.204
38 C -1.097 -3.004 -6.057  -0.017
39 C -3.621 0.818 2.934  -0.182
40 C -5.062 -0.168 1.123  -0.174
41 C -1.285 5.004 0.506  -0.166
42 C 4.365 0.963 2.866  -0.076
43 C 4.716 -3.559 1.096  -0.077
44 C 0.871 0.195 4.075  -0.084
45 C 2.825 3.846 2.230  -0.033
46 C 1.703 -3.447 -2.848  -0.224
47 C 0.256 -1.078 4.200  -0.354
48 C 0.860 4.434 3.462  -0.035
49 C -1.055 -0.388 -3.617  -0.174
50 C 0.194 -4.033 -1.027  0.016
51 C -0.486 3.147 -1.588  -0.191
52 C 1.813 -2.123 -2.339  -0.114
53 C 2.025 4.812 2.822  -0.061
54 C 0.288 -2.770 -0.500  -0.363
55 C -0.685 -3.039 4.697  -0.068
56 C 0.345 -1.381 -7.115  0.009
57 C 2.585 -1.089 -2.905  0.034
58 C 0.003 -3.534 -5.394  -0.019
59 C -0.640 2.828 5.777  -0.063
60 C -3.362 2.018 2.035  -0.204
61 C 0.455 3.100 3.508  -0.170
62 C 1.918 0.333 -1.084  -0.119
63 C -3.238 -1.864 -7.473  -0.061
64 C -4.967 0.174 2.609  -0.184
65 C -4.801 1.073 0.279  -0.173
66 H -3.877 -1.247 -8.097  0.099
67 H -2.367 2.430 2.195  0.074
68 H 0.816 3.248 0.118  0.086
69 H 5.067 0.214 2.488  0.064
70 H -0.273 -0.122 -2.899  0.089
71 H 3.755 4.131 1.751  0.123
72 H -0.698 3.720 -2.498  0.132
73 H 1.316 0.705 4.925  0.144
74 H 2.257 -3.512 3.317  0.136
75 H -1.035 -3.916 5.215  0.100
76 H 2.870 0.622 1.343  0.042
77 H -1.584 3.476 3.967  0.112
78 H 3.145 -1.263 -3.815  0.122
79 H 1.930 1.294 -0.591  0.095
80 H 0.894 -5.382 -2.558  0.125
81 H 5.446 -2.749 1.081  0.140
82 H -1.181 1.773 3.971  0.082
83 H -4.083 2.814 2.253  0.135
84 H -3.608 -1.847 -6.444  0.086
85 H 4.173 -4.980 2.514  0.186
86 H -0.438 -4.773 -0.554  0.127
87 H -3.027 2.281 -2.859  0.114
88 H -0.158 5.867 -1.114  0.122
89 H -3.591 1.134 3.980  0.118
90 H -1.500 -2.342 -2.778  0.101
91 H 3.171 0.961 -2.705  0.120
92 H 5.108 -2.372 3.504  0.133
93 H -0.130 -4.405 -4.768  0.112
94 H 4.032 1.894 0.955  0.119
95 H 5.736 -4.510 2.658  0.186
96 H -5.772 0.868 2.869  0.121
97 H -5.115 -0.718 3.218  0.116
98 H -3.244 -2.889 -7.848  0.103
99 H -2.066 -3.458 -5.916  0.111
100 H -5.568 1.828 0.484  0.132
101 H -3.229 4.072 0.164  0.108
102 H 0.756 5.704 0.374  0.101
103 H -2.814 -1.614 -3.671  0.114
104 H 4.436 -3.685 4.498  0.142
105 H -1.585 2.632 6.283  0.081
106 H -0.292 3.815 6.083  0.081
107 H -4.317 -0.932 0.874  0.107
108 H 0.237 5.183 3.937  0.128
109 H 2.676 -1.951 3.966  0.110
110 H -1.150 1.704 -4.162  0.103
111 H 3.260 -2.587 -0.119  0.120
112 H -3.861 0.777 -3.211  0.125
113 H -0.555 -0.825 -4.479  0.090
114 H -2.540 4.876 -1.241  0.131
115 H -3.606 -1.132 -1.520  0.118
116 H -0.143 2.160 -1.905  0.090
117 H 3.801 0.529 3.695  0.068
118 H -1.089 4.418 1.410  0.093
119 H 3.309 -1.227 1.811  0.076
120 H -2.003 -1.205 -0.804  0.080
121 H -1.512 -3.262 2.636  0.109
122 H -4.838 0.863 -0.788  0.105
123 H -2.818 0.083 2.796  0.090
124 H 0.455 -0.557 -7.806  0.129
125 H 2.608 -3.902 0.835  0.135
126 H 4.958 1.782 3.272  0.089
127 H 1.468 4.012 -1.342  0.121
128 H -6.044 -0.577 0.879  0.121
129 H -2.329 0.703 -4.984  0.115
130 H 2.435 -1.585 -6.703  0.119
131 H -1.704 5.961 0.821  0.123
132 H 2.316 5.854 2.792  0.116
133 H 0.089 2.100 6.136  0.065
134 H 0.462 -1.898 6.237  0.113
135 H 5.009 -4.322 0.377  0.142

=====

# 4
C62H68ClCoF20O30P2S6 | ωB97M-V with the def2-TZVPD basis set

The value obtained for the energy is -11572.73953 Eh. As for the spin multiplicity: 4. The charge is -3. The calculation puts the largest force on an atom at 4.1 eV Å⁻¹. Its HOMO energy (spin up / spin down) is -2.500 / -2.327 eV.

Last column: Löwdin charge in e.
Element x y z (Å)
1 Co 4.515 -1.769 1.762  0.892
2 Cl 2.501 -0.086 4.270  0.640
3 S -2.477 -0.962 4.313  0.564
4 S -0.094 -8.117 5.806  0.582
5 S -0.591 6.517 -1.458  0.629
6 S 4.908 -3.333 -4.399  0.527
7 S -1.052 -2.614 8.644  0.607
8 S -0.419 5.514 4.609  0.496
9 P 0.062 0.357 -1.594  0.220
10 P 3.939 -4.787 2.406  0.204
11 F 5.209 -3.951 2.946  -0.140
12 F 2.506 -5.535 1.908  -0.209
13 F -0.922 -4.566 -8.567  0.009
14 F -2.585 2.724 1.162  0.050
15 F -0.441 1.204 -2.921  -0.192
16 F 0.686 -0.396 -0.281  -0.153
17 F -6.743 0.208 0.278  0.006
18 F -4.085 2.525 -1.603  0.085
19 F -1.082 -0.723 -1.749  -0.132
20 F -2.467 4.830 -8.199  0.046
21 F 4.725 -5.565 1.233  -0.149
22 F 4.286 -6.087 3.294  -0.144
23 F 3.780 -3.626 1.282  -0.180
24 F -1.035 1.255 -0.716  -0.183
25 F -3.085 -7.646 0.034  0.027
26 F 3.039 -4.051 3.491  -0.123
27 F 3.007 4.714 -4.487  0.039
28 F 3.560 1.113 0.900  0.078
29 F 1.105 -0.468 -2.540  -0.170
30 F 1.204 1.484 -1.415  -0.166
31 O 6.415 -1.662 2.528  -0.349
32 O 0.855 -8.627 6.706  -0.229
33 O 0.021 7.796 -1.106  -0.262
34 O 0.160 -6.546 5.756  -0.224
35 O -2.299 -3.009 8.099  -0.220
36 O 4.404 -3.241 -5.726  -0.258
37 O -1.791 6.434 -2.274  -0.276
38 O 0.422 -8.334 4.322  -0.223
39 O -0.773 -3.046 9.980  -0.259
40 O -1.754 -0.889 5.513  -0.213
41 O 0.888 6.037 4.872  -0.242
42 O 3.063 -0.997 3.267  -0.368
43 O -0.648 4.221 5.344  -0.195
44 O -3.861 -1.277 4.395  -0.235
45 O 5.665 -1.979 -3.988  -0.228
46 O -0.739 5.760 -0.041  -0.210
47 O -1.506 -8.399 5.946  -0.240
48 O -2.028 0.354 3.500  -0.234
49 O 5.037 -0.969 -0.065  -0.324
50 O -0.408 4.859 3.191  -0.193
51 O 0.495 5.542 -2.051  -0.209
52 O -1.996 -1.904 3.159  -0.217
53 O 5.728 -4.459 -4.067  -0.246
54 O 3.483 0.067 5.231  -0.288
55 O -0.693 -1.090 8.403  -0.193
56 O 3.714 -3.091 -3.457  -0.230
57 O 2.135 1.160 3.777  -0.309
58 O 0.201 -3.164 7.768  -0.193
59 O 1.338 -0.644 4.895  -0.352
60 O -1.511 6.401 4.761  -0.223
61 C 1.254 -6.192 4.885  -0.156
62 C 4.259 4.699 -0.686  -0.110
63 C -4.934 3.498 -1.303  -0.263
64 C -0.702 -3.951 -7.348  -0.262
65 C -1.539 -2.489 -5.660  -0.095
66 C 4.959 2.260 -6.116  -0.088
67 C -5.265 -0.711 -1.235  -0.034
68 C 1.602 -7.463 4.097  -0.130
69 C -2.554 2.651 -7.194  -0.019
70 C -2.158 -6.390 -1.738  -0.031
71 C -0.970 -6.625 0.312  -0.003
72 C -1.356 0.041 2.169  -0.095
73 C 2.578 2.387 -4.763  0.005
74 C -0.878 -1.332 2.365  -0.104
75 C -5.876 4.180 3.071  -0.088
76 C -5.687 -0.647 0.083  -0.283
77 C 0.491 -0.864 7.649  -0.157
78 C -2.539 3.946 -4.721  -0.042
79 C -2.553 4.048 -7.112  -0.290
80 C 4.171 2.295 -0.984  0.050
81 C -0.130 -5.255 -1.412  -0.103
82 C 6.398 -1.029 0.137  -0.442
83 C -4.231 -1.533 -1.605  -0.069
84 C -3.670 3.183 1.798  -0.258
85 C -0.046 3.445 3.278  -0.130
86 C -2.089 -6.828 -0.432  -0.274
87 C 4.315 3.619 -1.530  -0.063
88 C 4.170 1.125 -5.962  -0.092
89 C 4.583 3.438 -5.547  -0.052
90 C 0.122 3.090 4.748  -0.077
91 C 0.659 -3.279 -5.569  -0.057
92 C -2.677 2.532 -4.787  -0.078
93 C 3.782 3.376 1.253  -0.027
94 C 4.119 -2.401 -2.166  -0.056
95 C -4.554 4.826 -1.382  -0.031
96 C 2.961 1.179 -5.329  -0.053
97 C -3.869 4.562 1.672  0.015
98 C 0.187 4.170 -1.568  -0.118
99 C -6.210 3.132 -0.798  -0.012
100 C 0.071 -5.859 -0.226  -0.064
101 C -1.661 -3.102 -6.895  -0.042
102 C -4.177 -2.287 0.701  -0.071
103 C 5.577 -1.858 -2.493  -0.110
104 C 3.349 3.493 -4.979  -0.316
105 C -5.220 -1.436 1.095  -0.015
106 C -2.580 4.703 -5.902  -0.016
107 C 0.644 -2.157 6.869  -0.207
108 C -5.591 2.807 3.195  -0.064
109 C -2.650 1.925 -6.026  -0.096
110 C -5.443 5.752 -0.931  -0.106
111 C -7.097 4.088 -0.395  -0.097
112 C 4.014 4.577 0.679  -0.095
113 C -6.688 5.431 -0.396  -0.106
114 C 0.523 -4.080 -6.669  0.008
115 C -5.028 4.970 2.323  -0.104
116 C 3.864 2.286 0.418  -0.292
117 C -3.650 -2.287 -0.592  -0.081
118 C -1.201 -5.538 -2.202  -0.092
119 C -4.527 2.326 2.475  -0.020
120 C 6.834 -0.686 1.521  -0.350
121 C -0.164 4.381 -0.111  -0.102
122 C -0.346 -2.459 -5.048  -0.067
123 H 1.142 3.206 5.188  0.140
124 H -3.284 5.228 1.133  0.096
125 H 6.844 -1.990 -0.100  0.101
126 H 4.350 5.644 -1.083  0.072
127 H 0.829 3.320 2.659  0.116
128 H 7.875 -0.359 1.662  0.096
129 H 2.464 -8.005 4.531  0.127
130 H -2.568 0.838 -6.010  0.099
131 H 5.922 2.178 -6.676  0.116
132 H 3.940 5.467 1.299  0.108
133 H -1.303 -5.064 -3.150  0.096
134 H 0.337 -0.077 6.951  0.102
135 H -3.756 -2.936 1.479  0.110
136 H 2.392 0.272 -5.301  0.108
137 H -0.874 2.830 2.944  0.102
138 H 1.756 -7.283 3.006  0.120
139 H 6.199 0.270 1.734  0.114
140 H -7.470 6.176 -0.083  0.112
141 H 4.431 0.227 -6.432  0.087
142 H -2.082 0.158 1.385  0.111
143 H -2.593 1.881 -3.881  0.104
144 H 0.956 -5.874 0.357  0.080
145 H -2.593 2.187 -8.116  0.084
146 H -0.494 0.736 2.149  0.134
147 H 1.649 -2.309 6.527  0.123
148 H 4.412 3.799 -2.571  0.068
149 H -0.309 2.132 5.028  0.125
150 H 3.728 3.161 2.269  0.100
151 H 2.087 -5.690 5.501  0.162
152 H -0.116 -2.157 5.998  0.124
153 H -0.177 -1.953 -4.131  0.086
154 H 4.009 -3.026 -1.277  0.110
155 H -0.880 3.699 0.256  0.082
156 H -0.673 3.656 -2.129  0.135
157 H -3.027 -6.603 -2.338  0.113
158 H 6.820 -0.230 -0.458  0.101
159 H 4.587 1.393 -1.411  0.103
160 H -2.343 4.474 -3.756  0.088
161 H -5.089 6.793 -0.997  0.120
162 H 5.027 4.374 -5.817  0.113
163 H -3.616 5.063 -1.751  0.067
164 H 0.709 -5.471 4.243  0.134
165 H -2.283 -1.773 -5.372  0.094
166 H -5.740 -0.043 -1.926  0.106
167 H -8.107 3.735 -0.210  0.105
168 H -5.626 -1.361 2.169  0.146
169 H 0.646 4.407 0.610  0.116
170 H -6.181 2.020 3.623  0.103
171 H -0.752 -1.985 1.509  0.138
172 H -2.790 -2.858 -0.844  0.088
173 H 0.610 -4.501 -1.702  0.119
174 H 1.326 -4.574 -7.113  0.099
175 H -2.437 5.743 -5.871  0.099
176 H 1.544 -3.378 -5.008  0.081
177 H -2.469 -2.983 -7.632  0.123
178 H 1.100 3.588 -1.867  0.121
179 H 1.711 2.520 -4.047  0.133
180 H -5.186 6.031 2.260  0.104
181 H -0.736 -7.083 1.267  0.117
182 H 3.434 -1.542 -2.031  0.117
183 H -6.518 2.082 -0.951  0.102
184 H 6.390 -2.509 -2.102  0.127
185 H -4.220 1.275 2.548  0.108
186 H -0.030 -1.515 2.966  0.101
187 H -6.804 4.600 3.442  0.095
188 H 1.305 -0.752 8.341  0.133
189 H 5.610 -0.831 -2.269  0.084
190 H -3.965 -1.602 -2.643  0.102